No. 1
Formula: C14H50F2HgNO15S2
Source: the Open Molecules 2025 dataset
Level of theory: ωB97M-V/def2-TZVPD

Values from the calculation:
Kohn-Sham gap ... 3.86 eV
Total charge ... +1
Max |F| ... 0.21811 hartree/bohr
HOMO ... -11.57 eV
Energy ... -78794.35674 eV

Element x y z (Å)
Hg  -3.054  -0.058  26.208
N  -4.513  -0.822  24.741
S  -4.461  -1.607  23.436
O  -4.675  -0.964  22.157
O  -4.741  -3.043  23.531
F  -2.839  -1.670  23.584
S  -6.191  -0.487  24.422
O  -7.229  -1.520  24.383
O  -6.446  0.706  23.607
F  -6.425  0.125  25.871
C  -6.374  0.410  19.670
O  -5.544  0.251  18.586
H  -6.064  1.097  20.458
H  -7.311  0.851  19.330
H  -6.602  -0.555  20.123
H  -4.687  -0.004  18.935
C  -3.656  3.068  20.229
O  -2.997  2.040  20.918
H  -3.482  2.991  19.156
H  -4.691  2.852  20.491
H  -3.431  4.105  20.479
H  -3.245  1.164  20.613
C  -9.438  -2.111  26.676
O  -9.987  -3.296  27.159
H  -10.023  -1.201  26.806
H  -8.549  -1.901  27.271
H  -9.141  -2.235  25.634
H  -10.812  -3.120  27.618
C  -5.157  3.875  23.400
O  -4.326  4.205  24.513
H  -6.126  3.483  23.709
H  -5.221  4.740  22.739
H  -4.743  3.009  22.884
H  -3.890  5.059  24.463
C  -4.880  -2.125  27.900
O  -4.024  -1.017  28.149
H  -5.837  -1.930  28.385
H  -5.063  -2.400  26.861
H  -4.531  -3.044  28.370
H  -4.114  -0.707  29.053
C  -3.073  -3.549  20.059
O  -1.871  -2.955  20.390
H  -3.469  -3.266  19.083
H  -2.800  -4.595  19.923
H  -3.834  -3.397  20.824
H  -1.168  -3.608  20.403
O  -1.568  0.616  24.606
H  -1.095  0.349  23.818
H  -1.161  1.444  24.861
C  -3.342  -6.943  22.847
C  -2.416  -5.895  23.475
O  -1.732  -6.547  24.515
H  -3.905  -6.396  22.091
H  -4.071  -7.317  23.566
H  -2.889  -7.780  22.314
H  -2.881  -5.012  23.915
H  -1.706  -5.569  22.715
H  -1.493  -7.371  24.084
C  -5.321  -5.474  25.686
C  -6.167  -6.764  25.802
O  -6.296  -7.112  27.183
H  -5.915  -4.621  26.015
H  -5.026  -5.271  24.657
H  -4.440  -5.447  26.327
H  -5.677  -7.543  25.217
H  -7.151  -6.671  25.344
H  -6.825  -6.410  27.570
C  -8.870  -1.219  21.522
C  -10.249  -1.170  22.160
O  -11.115  -0.430  21.343
H  -8.850  -1.461  20.459
H  -8.328  -1.996  22.062
H  -8.345  -0.271  21.639
H  -10.219  -0.632  23.108
H  -10.756  -2.121  22.324
H  -10.919  0.473  21.603
C  1.768  -0.965  22.829
C  0.447  -1.725  22.594
O  -0.600  -0.945  22.043
H  2.171  -0.673  21.860
H  2.553  -1.540  23.319
H  1.633  -0.173  23.566
H  0.050  -2.192  23.496
H  0.600  -2.516  21.859
H  -1.355  -1.475  21.774

No. 2
Formula: C34H32NO4P2S2Sc
Source: the Open Molecules 2025 dataset
Level of theory: ωB97M-V/def2-TZVPD

Values from the calculation:
Kohn-Sham gap ... 8.02 eV
Max |F| ... 0.02284 hartree/bohr
HOMO ... -8.42 eV
Energy ... -106407.88465 eV

Element x y z (Å)
Sc  0.879  -0.985  -1.800
O  4.800  -2.031  -1.412
C  3.815  -1.773  -0.763
O  2.641  -1.506  -1.274
C  3.869  -1.750  0.752
C  5.128  -1.855  1.340
C  5.264  -1.902  2.713
C  4.136  -1.847  3.523
C  2.882  -1.739  2.952
C  2.731  -1.688  1.564
P  1.014  -1.616  0.920
C  0.312  -3.189  1.534
C  -1.073  -3.368  1.505
C  -1.627  -4.586  1.862
C  -0.806  -5.656  2.189
C  0.572  -5.505  2.155
C  1.131  -4.277  1.835
C  0.346  -0.267  1.974
C  0.982  0.916  1.845
C  0.446  2.148  2.411
C  -0.762  2.020  3.288
C  -1.267  0.669  3.528
C  -0.791  -0.393  2.859
H  5.987  -1.903  0.685
H  6.246  -1.995  3.159
H  4.233  -1.897  4.600
H  2.001  -1.704  3.582
H  -1.711  -2.554  1.179
H  -2.703  -4.708  1.868
H  -1.238  -6.613  2.450
H  1.218  -6.347  2.366
H  2.207  -4.169  1.817
H  1.907  0.983  1.286
H  1.139  2.958  2.594
H  -0.896  2.736  4.087
H  -2.045  0.548  4.271
H  -1.197  -1.377  3.049
N  -9.254  -1.534  -1.582
C  -8.107  -1.504  -1.661
C  -6.680  -1.482  -1.746
C  -6.010  -0.312  -2.105
C  -4.631  -0.303  -2.170
C  -3.898  -1.457  -1.877
C  -4.578  -2.628  -1.527
C  -5.957  -2.642  -1.462
C  -2.471  -1.436  -1.923
C  -1.252  -1.422  -1.955
H  -6.577  0.582  -2.327
H  -4.102  0.598  -2.449
H  -4.009  -3.522  -1.313
H  -6.489  -3.543  -1.190
C  2.772  4.442  -0.469
C  3.291  3.122  -1.024
C  3.728  3.236  -2.472
O  2.323  2.057  -0.817
P  0.936  1.699  -1.554
S  -1.105  2.763  1.639
S  1.357  0.854  -3.419
O  0.407  3.179  -1.950
C  -0.763  3.370  -2.771
C  -0.661  4.775  -3.336
C  -2.016  3.150  -1.939
H  3.601  5.136  -0.329
H  2.286  4.275  0.494
H  2.047  4.883  -1.148
H  4.133  2.790  -0.413
H  2.893  3.559  -3.092
H  4.090  2.279  -2.845
H  4.531  3.971  -2.552
H  -0.735  2.648  -3.591
H  -0.604  5.501  -2.523
H  -1.534  4.995  -3.950
H  0.233  4.865  -3.952
H  -2.051  3.861  -1.112
H  -2.014  2.139  -1.523
H  -2.905  3.277  -2.558

No. 3
Formula: C3H7IO2S
Source: the Open Molecules 2025 dataset
Level of theory: ωB97M-V/def2-TZVPD

Values from the calculation:
Kohn-Sham gap ... 8.09 eV
Max |F| ... 0.02338 hartree/bohr
HOMO ... -9.67 eV
Energy ... -26254.06510 eV

Element x y z (Å)
C  0.599  -1.050  1.217
C  0.014  -0.758  -0.125
C  -0.829  0.231  -0.359
O  1.234  2.432  -3.184
O  0.840  0.205  -4.084
S  1.688  1.066  -3.317
I  -1.110  4.401  -1.646
H  1.688  -1.028  1.174
H  0.258  -0.321  1.948
H  0.306  -2.048  1.548
H  0.315  -1.424  -0.927
H  -0.014  3.630  -2.475
H  -1.236  0.411  -1.340
H  -1.151  0.906  0.417

No. 4
Formula: C11H15N
Source: the Open Molecules 2025 dataset
Level of theory: ωB97M-V/def2-TZVPD

Values from the calculation:
Kohn-Sham gap ... 8.81 eV
SMILES string ... Cc1c[nH]c2ccccc12.CC
Max |F| ... 0.02825 hartree/bohr
HOMO ... -7.90 eV
Energy ... -13140.44635 eV

Element x y z (Å)
C  -1.866  0.862  -2.228
C  -0.691  1.069  -1.315
C  -0.350  2.187  -0.649
N  0.882  2.013  -0.026
C  1.324  0.765  -0.324
C  2.457  0.084  0.102
C  2.658  -1.211  -0.344
C  1.795  -1.800  -1.283
C  0.669  -1.126  -1.714
C  0.390  0.117  -1.145
H  -2.394  -0.043  -1.928
H  -1.475  0.651  -3.217
H  -2.608  1.651  -2.170
H  -0.807  3.161  -0.599
H  1.331  2.675  0.584
H  3.254  0.525  0.697
H  3.411  -1.843  0.107
H  1.970  -2.794  -1.688
H  -0.022  -1.523  -2.448
C  -0.779  -0.209  2.888
C  -1.714  -1.068  2.055
H  -1.031  0.844  2.903
H  -0.728  -0.668  3.885
H  0.237  -0.324  2.515
H  -1.572  -2.145  2.200
H  -1.544  -0.906  0.983
H  -2.797  -0.944  2.158

No. 5
Formula: C23H25Cl3N6O3SSe4SiTi
Source: the Open Molecules 2025 dataset
Level of theory: ωB97M-V/def2-TZVPD

Values from the calculation:
Kohn-Sham gap ... 4.52 eV
Total charge ... -2
Max |F| ... 0.01081 hartree/bohr
HOMO ... -0.81 eV
Energy ... -380129.43152 eV

Element x y z (Å)
Ti  0.027  0.102  0.455
C  2.108  0.021  4.308
C  1.479  0.820  3.216
O  0.849  0.248  2.311
N  1.551  2.140  3.221
C  0.955  2.910  2.120
C  -0.546  2.735  2.023
C  -1.334  3.591  2.727
C  -2.769  3.452  2.630
C  -3.301  2.600  1.753
C  -2.434  1.773  0.839
N  -1.012  1.747  1.217
H  2.853  -0.626  3.848
H  1.339  -0.612  4.752
H  2.567  0.653  5.066
H  2.187  2.586  3.857
H  1.443  2.649  1.180
H  1.168  3.959  2.308
H  -0.884  4.382  3.312
H  -3.413  4.058  3.259
H  -4.374  2.490  1.644
H  -2.524  2.123  -0.205
C  8.191  -1.378  -2.950
C  7.030  -0.897  -2.120
C  6.239  0.166  -2.545
C  5.173  0.614  -1.777
C  4.895  -0.016  -0.577
C  5.677  -1.070  -0.124
C  6.739  -1.505  -0.899
S  3.515  0.531  0.393
O  3.880  0.305  1.776
O  3.288  1.900  0.007
N  2.271  -0.410  0.056
C  1.986  -1.020  -1.142
C  2.830  -1.689  -2.041
C  2.265  -2.303  -3.137
C  0.889  -2.278  -3.336
C  0.116  -1.637  -2.394
N  0.654  -1.034  -1.332
H  8.217  -0.876  -3.917
H  8.126  -2.453  -3.128
H  9.140  -1.187  -2.445
H  6.454  0.646  -3.492
H  4.545  1.434  -2.101
H  5.435  -1.540  0.820
H  7.350  -2.333  -0.556
H  3.892  -1.745  -1.875
H  2.907  -2.814  -3.845
H  0.426  -2.734  -4.198
H  -0.956  -1.558  -2.493
Se  0.404  1.862  -1.596
Se  0.141  4.085  -1.111
Se  -1.289  1.776  -5.002
Se  -1.607  1.206  -2.795
N  -4.073  -0.040  0.153
C  -3.743  -1.292  -0.451
C  -2.438  -1.545  -0.356
N  -1.762  -0.480  0.260
C  -2.846  0.320  0.870
H  -4.281  0.659  -0.560
H  -4.501  -1.900  -0.919
H  -1.912  -2.426  -0.683
H  -2.944  -0.003  1.918
Cl  -0.731  -2.260  3.476
Si  0.294  -2.463  1.584
Cl  2.189  -3.182  2.289
Cl  -0.613  -4.313  0.967

No. 6
Formula: ClO4Pb
Source: the Open Molecules 2025 dataset
Level of theory: ωB97M-V/def2-TZVPD

Values from the calculation:
Kohn-Sham gap ... 7.75 eV
Total charge ... +1
Max |F| ... 0.17641 hartree/bohr
HOMO ... -15.30 eV
Energy ... -25942.68976 eV

Element x y z (Å)
Pb  0.353  14.443  15.640
Cl  -1.669  15.120  17.796
O  -1.493  13.768  17.381
O  -3.113  15.422  17.843
O  -1.247  15.497  19.144
O  -0.612  15.739  16.910

No. 7
Formula: C4H18N2O5
Source: the Open Molecules 2025 dataset
Level of theory: ωB97M-V/def2-TZVPD

Values from the calculation:
Kohn-Sham gap ... 10.03 eV
SMILES string ... CNC(=O)[C@@H](C)N.O.O.O.O
Max |F| ... 0.05492 hartree/bohr
HOMO ... -9.72 eV
Energy ... -17656.92954 eV

Element x y z (Å)
C  -1.664  2.338  2.096
N  -0.567  2.126  1.151
C  0.074  0.920  1.079
O  1.143  0.869  0.476
C  -0.433  -0.339  1.817
C  -1.309  -1.162  0.831
N  0.826  -1.054  2.214
H  -2.437  3.048  1.742
H  -2.139  1.417  2.408
H  -1.254  3.032  2.835
H  -0.203  2.921  0.664
H  -0.809  -0.106  2.802
H  -2.316  -0.852  0.948
H  -1.213  -2.222  1.153
H  -1.037  -1.215  -0.216
H  0.426  -1.906  2.588
H  1.426  -1.212  1.419
O  1.893  -1.510  -1.669
H  1.771  -0.652  -1.232
H  2.649  -1.356  -2.246
O  -0.436  1.890  -2.389
H  -0.273  1.379  -1.558
H  0.489  2.135  -2.546
O  1.696  -3.421  0.037
H  1.800  -3.241  -0.910
H  1.337  -2.550  0.226
O  -1.457  -0.079  -3.816
H  -1.842  0.440  -3.119
H  -0.640  0.201  -4.206

No. 8
Formula: C6H8BrClO
Source: the Open Molecules 2025 dataset
Level of theory: ωB97M-V/def2-TZVPD

Values from the calculation:
Kohn-Sham gap (spin up / spin down) ... 8.92 / 6.32 eV
Max |F| ... 0.10810 hartree/bohr
HOMO (spin up / spin down) ... -9.34 / -8.27 eV
Energy ... -90958.72332 eV

Element x y z (Å)
C  -3.066  0.913  0.733
C  0.046  -0.307  -1.481
C  -0.391  -1.149  -0.413
C  0.790  -0.133  -0.114
C  0.253  1.089  0.669
C  2.067  -0.731  0.306
O  -3.751  1.231  1.619
Cl  -3.206  1.729  -0.863
Br  -0.456  -3.058  -0.297
H  0.708  -0.888  -2.273
H  -0.661  0.424  -1.802
H  1.051  1.669  1.003
H  -0.161  0.588  1.616
H  -0.525  1.517  0.178
H  2.407  -1.450  -0.469
H  2.011  -1.393  1.158
H  2.884  -0.052  0.431

No. 9
Formula: C33H36CoO4S3Si
Source: the Open Molecules 2025 dataset
Level of theory: ωB97M-V/def2-TZVPD

Values from the calculation:
Kohn-Sham gap (spin up / spin down) ... 7.85 / 5.45 eV
Multiplicity ... 4
Max |F| ... 0.02176 hartree/bohr
HOMO (spin up / spin down) ... -8.14 / -8.04 eV
Energy ... -121005.07087 eV

Element x y z (Å)
Co  -0.448  -1.693  0.425
C  -1.847  -4.123  -1.256
C  -1.497  -5.162  -0.193
S  -0.142  -4.747  0.948
C  1.316  -5.276  0.010
C  1.459  -4.559  -1.317
S  1.389  -2.749  -1.175
C  -0.627  -1.792  -3.829
C  -1.925  -1.681  -3.595
S  -2.282  -2.496  -0.588
H  -2.733  -4.471  -1.791
H  -1.050  -3.963  -1.977
H  -1.245  -6.107  -0.674
H  -2.356  -5.322  0.459
H  1.259  -6.357  -0.135
H  2.153  -5.046  0.668
H  0.703  -4.909  -2.022
H  2.438  -4.779  -1.750
H  -0.197  -2.669  -4.301
H  0.073  -1.017  -3.545
H  -2.627  -2.464  -3.864
H  -2.341  -0.801  -3.119
C  3.376  2.717  3.415
O  2.695  2.049  4.467
C  1.946  0.987  4.139
C  1.126  0.482  5.179
C  0.242  -0.515  4.918
C  0.102  -1.062  3.616
C  -0.926  -1.973  3.260
C  -1.769  -2.690  4.276
O  -1.209  -2.255  2.065
C  1.006  -0.616  2.590
O  1.028  -1.119  1.408
C  1.922  0.414  2.892
H  3.777  3.629  3.848
H  2.688  2.971  2.604
H  4.194  2.109  3.022
H  1.203  0.935  6.158
H  -0.395  -0.871  5.716
H  -1.680  -2.288  5.279
H  -1.461  -3.737  4.280
H  -2.809  -2.661  3.956
H  2.561  0.743  2.084
O  -0.388  -0.218  -0.637
Si  -0.235  1.329  -1.009
C  1.540  1.788  -1.490
C  2.563  0.843  -1.477
C  3.844  1.165  -1.904
C  4.129  2.449  -2.346
C  3.125  3.408  -2.357
C  1.846  3.076  -1.937
C  -0.816  2.436  0.421
C  -0.800  3.831  0.342
C  -1.222  4.617  1.404
C  -1.666  4.023  2.579
C  -1.709  2.640  2.671
C  -1.299  1.864  1.596
C  -1.338  1.759  -2.488
C  -0.830  1.798  -3.787
C  -1.654  2.051  -4.873
C  -3.006  2.297  -4.676
C  -3.526  2.289  -3.389
C  -2.698  2.018  -2.309
H  2.351  -0.157  -1.129
H  4.620  0.409  -1.896
H  5.126  2.701  -2.685
H  3.336  4.413  -2.701
H  1.071  3.833  -1.974
H  -0.465  4.314  -0.568
H  -1.208  5.697  1.315
H  -1.993  4.640  3.406
H  -2.054  2.165  3.582
H  -1.371  0.785  1.658
H  0.229  1.627  -3.952
H  -1.245  2.051  -5.876
H  -3.651  2.494  -5.523
H  -4.578  2.492  -3.231
H  -3.117  2.008  -1.307

No. 10
Formula: C3H4N2
Source: the Open Molecules 2025 dataset
Level of theory: ωB97M-V/def2-TZVPD

Values from the calculation:
Kohn-Sham gap ... 9.30 eV
Max |F| ... 0.01827 hartree/bohr
HOMO ... -9.31 eV
Energy ... -6153.46379 eV

Element x y z (Å)
N  3.250  -0.300  0.446
C  2.191  0.169  0.351
C  0.937  0.653  -0.146
C  -1.350  0.035  -0.375
N  -0.091  0.021  0.355
H  -1.228  0.774  -1.165
H  -2.213  0.270  0.250
H  -1.477  -0.955  -0.822
H  -0.020  -0.668  1.106